# 1
{"formula": "C27H29FN6O7RuS", "method": "wB97M-V/def2-TZVPD", "elements": ["Ru", "O", "C", "O", "C", "C", "C", "N", "C", "C", "C", "O", "O", "H", "H", "H", "C", "C", "N", "C", "C", "C", "O", "O", "C", "O", "C", "C", "C", "F", "C", "C", "C", "N", "C", "C", "N", "C", "C", "H", "H", "H", "H", "H", "H", "H", "H", "H", "H", "H", "H", "H", "H", "H", "H", "H", "H", "S", "C", "N", "C", "C", "C", "N", "H", "H", "H", "H", "H", "H", "H", "H"], "coordinates": [[-0.28141, 0.34474, -0.38187], [-0.60223, 0.58978, 6.55823], [0.18502, -0.10382, 5.92816], [1.14287, -0.82751, 6.20405], [-0.08982, -0.07167, 4.35694], [-1.11170, 0.72882, 3.88200], [-1.28979, 0.78263, 2.51095], [-0.52814, 0.09089, 1.65990], [0.43744, -0.70402, 2.14404], [0.69924, -0.81149, 3.49995], [1.24458, -1.49847, 1.11963], [2.11394, -2.24537, 1.51839], [0.87349, -1.29606, -0.09804], [-1.74489, 1.28925, 4.55197], [-2.06018, 1.39875, 2.06623], [1.50184, -1.45366, 3.83006], [4.07657, 5.71939, -3.71978], [4.55520, 4.30263, -3.44533], [3.69943, 3.60413, -2.48311], [2.68952, 2.83978, -2.95292], [1.78073, 2.15695, -2.20517], [0.79387, 1.30606, -3.01489], [0.71035, 1.54734, -4.20894], [0.20936, 0.37374, -2.37596], [1.85543, 2.27068, -0.78739], [1.12627, 1.71727, 0.06608], [2.92116, 3.14173, -0.26875], [3.04675, 3.31551, 1.11030], [4.03354, 4.10330, 1.62399], [4.08810, 4.27869, 2.96503], [4.97402, 4.74163, 0.79920], [4.84817, 4.57179, -0.56641], [3.82586, 3.78572, -1.11939], [6.06674, 5.50909, 1.29445], [6.44653, 5.44047, 2.70275], [7.80692, 6.14569, 2.85871], [8.46572, 6.15886, 1.51179], [7.74398, 7.11069, 0.59866], [6.23801, 6.86336, 0.78709], [4.72968, 6.20571, -4.44400], [4.05940, 6.31883, -2.80789], [3.06673, 5.70430, -4.12916], [5.58151, 4.28743, -3.08018], [4.54441, 3.71142, -4.35872], [2.60516, 2.75317, -4.03004], [2.34603, 2.82344, 1.77103], [5.58024, 5.03468, -1.21222], [6.53078, 4.39603, 2.99486], [5.72839, 5.92135, 3.37135], [8.45315, 5.62979, 3.56423], [7.70690, 7.18412, 3.16780], [8.35049, 5.22280, 1.11356], [9.45982, 6.37421, 1.56826], [8.08046, 6.90036, -0.41464], [8.03475, 8.12271, 0.87268], [5.72751, 6.98744, -0.16272], [5.81324, 7.59841, 1.48217], [-1.77696, 2.10954, -1.14643], [-3.04644, 2.70922, -0.17865], [-3.20424, 4.02637, -0.01902], [-4.38455, 4.65134, 0.56900], [-4.98290, 3.71591, 1.60625], [-5.18893, 2.34052, 0.99654], [-3.94073, 1.89171, 0.38987], [-2.53150, 4.58852, -0.51415], [-5.11634, 4.88364, -0.20975], [-4.07561, 5.58840, 1.03001], [-5.93621, 4.11048, 1.95446], [-4.31150, 3.64207, 2.46394], [-5.97803, 2.37281, 0.23973], [-5.48230, 1.61737, 1.75589], [-3.82384, 0.91698, 0.16450]], "lowdin_spin": [-0.002, 0.115, 0.101, 0.597, 0.152, 0.016, 0.011, -0.007, 0.006, 0.004, 0.002, 0.001, 0.003, 0.000, 0.002, 0.000, 0.000, 0.000, 0.000, 0.000, 0.000, 0.000, 0.000, 0.000, 0.000, 0.000, 0.000, 0.000, 0.000, 0.000, 0.000, 0.000, 0.000, 0.000, 0.000, 0.000, 0.000, 0.000, 0.000, 0.000, 0.000, 0.000, 0.000, 0.000, 0.000, 0.000, 0.000, 0.000, 0.000, 0.000, 0.000, 0.000, 0.000, 0.000, 0.000, 0.000, 0.000, 0.000, 0.000, 0.000, 0.000, 0.000, 0.000, 0.000, 0.000, 0.000, 0.000, 0.000, 0.000, 0.000, 0.000, 0.000], "homo_energy_ha": [-0.3250, -0.3250], "multiplicity": 2, "homo_lumo_gap_ev": [5.5, 3.6], "total_charge": 1, "e_above_lowest_kj_mol": 0.00, "lumo_energy_ev": [-3.30, -5.28]}

***

# 2
{"formula": "C30H46O3P2Pr", "method": "wB97M-V/def2-TZVPD", "elements": ["Pr", "C", "C", "C", "C", "C", "C", "H", "H", "H", "C", "H", "H", "H", "C", "H", "H", "H", "C", "H", "H", "H", "C", "H", "H", "H", "C", "C", "C", "C", "C", "C", "C", "C", "H", "H", "H", "H", "H", "H", "H", "H", "H", "H", "H", "H", "P", "C", "C", "P", "C", "C", "C", "H", "H", "H", "H", "H", "H", "H", "H", "H", "H", "H", "H", "H", "H", "O", "C", "C", "C", "C", "C", "C", "C", "O", "O", "H", "H", "H", "H", "H"], "coordinates": [[-1.83151, -1.85435, 0.09417], [1.35632, 0.40490, -1.03362], [0.11931, 1.09084, -0.87478], [1.07216, 0.84627, 1.20326], [1.91922, 0.21656, 0.25611], [-0.04912, 1.38057, 0.50862], [2.01394, 0.04056, -2.30676], [1.28649, -0.06234, -3.12139], [2.55616, -0.90979, -2.20068], [2.75240, 0.79997, -2.62605], [3.15054, -0.52213, 0.58219], [3.72446, -0.74527, -0.32198], [2.92549, -1.47581, 1.08395], [3.79116, 0.05856, 1.25704], [1.34337, 0.96292, 2.64805], [2.42601, 1.05003, 2.82148], [0.98758, 0.08313, 3.21131], [0.85617, 1.85445, 3.06532], [-1.13071, 2.20522, 1.08471], [-1.10040, 3.23331, 0.68414], [-1.02928, 2.27583, 2.17333], [-2.13668, 1.80353, 0.86814], [-0.82412, 1.47550, -1.94805], [-0.71482, 2.53506, -2.23128], [-1.86867, 1.33731, -1.63291], [-0.67244, 0.87762, -2.85618], [-2.44636, -3.74319, -1.34306], [-2.88942, -3.65479, -2.84923], [-3.83032, -2.63591, -3.49388], [-4.47948, -1.64584, -2.54576], [-3.42744, -0.92736, -1.62717], [-3.91927, -0.96604, -0.18746], [-4.31506, -2.37067, 0.31111], [-3.51795, -3.62918, -0.14882], [-4.61664, -3.22774, -3.99712], [-5.22161, -2.15735, -1.92488], [-3.32305, -2.11161, -4.32427], [-4.26366, -4.36693, -0.47591], [-2.25344, -4.82265, -1.16853], [-3.19102, -4.65590, -3.19496], [-3.05467, -4.11122, 0.74572], [-4.37182, -2.40535, 1.42611], [-4.92245, -0.46019, -0.27943], [-5.36506, -2.49150, -0.01888], [-5.01152, -0.87872, -3.12415], [-3.42299, 0.12756, -1.93650], [-1.10855, -3.61881, -3.39381], [-0.59220, -5.16793, -4.12889], [-0.61857, -2.17877, -4.31011], [-4.79324, 1.12405, 0.85944], [-0.98637, -3.28653, -1.62094], [-6.03418, 1.65601, -0.39111], [-5.98141, 0.35481, 2.01827], [0.16457, -5.69938, -3.51366], [-0.15297, -4.95581, -5.12009], [-1.48502, -5.81572, -4.27575], [-1.46713, -1.76510, -4.88576], [0.18852, -2.45694, -5.02207], [-0.23071, -1.42438, -3.60018], [-6.58361, -0.46500, 1.59251], [-6.62501, 1.18935, 2.33722], [-5.42037, -0.01254, 2.89255], [-0.19821, -3.82333, -1.05686], [-2.42249, -1.28258, -1.95312], [-6.31145, 2.65250, 0.00211], [-6.92660, 1.00649, -0.47092], [-5.56152, 1.77417, -1.37998], [-1.26177, -1.88930, 5.30154], [0.02456, -2.22486, 5.08488], [0.89638, -2.39074, 6.17436], [2.17007, -2.91665, 5.95029], [2.63161, -3.19731, 4.65298], [1.80750, -2.93428, 3.55909], [0.51526, -2.46187, 3.77276], [-0.34216, -2.26173, 2.60487], [0.19556, -2.36372, 1.44819], [-1.60425, -2.00979, 2.72129], [-1.68022, -1.88637, 4.39267], [0.54867, -2.13707, 7.17808], [2.82120, -3.12277, 6.80365], [3.62729, -3.61297, 4.47688], [2.10428, -3.10728, 2.52334]], "lowdin_spin": [2.059, -0.080, -0.024, -0.072, -0.002, -0.039, -0.014, -0.001, -0.002, -0.005, 0.003, 0.000, 0.001, 0.001, -0.013, -0.002, -0.005, -0.001, -0.003, -0.002, 0.000, -0.001, 0.002, 0.000, 0.001, 0.000, 0.002, 0.001, 0.000, 0.001, 0.006, 0.013, 0.003, 0.004, 0.000, 0.000, 0.000, 0.001, 0.001, 0.000, 0.001, 0.000, 0.007, -0.001, 0.000, 0.002, -0.002, -0.001, 0.000, 0.129, -0.006, 0.015, 0.016, 0.000, 0.000, 0.000, 0.000, 0.000, 0.000, 0.001, 0.005, 0.000, 0.000, 0.001, 0.005, 0.000, 0.001, 0.000, 0.000, 0.000, 0.000, 0.000, 0.000, 0.000, 0.001, -0.004, -0.003, 0.000, 0.000, 0.000, 0.000, 0.000], "homo_energy_ha": [-0.2624, -0.2906], "multiplicity": 3, "homo_lumo_gap_ev": [2.7, 4.3], "total_charge": 1, "e_above_lowest_kj_mol": 217.10, "lumo_energy_ev": [-4.46, -3.59]}

***

# 3
{"formula": "CBrClFN3", "method": "wB97M-V/def2-TZVPD", "elements": ["C", "N", "N", "N", "F", "Cl", "Br"], "coordinates": [[1.41101, 0.34487, -0.49983], [2.39479, 0.64868, -1.00676], [0.22499, 0.30989, 0.17216], [-0.76862, -0.37055, -0.18873], [0.54822, 0.47746, 1.73725], [-1.20652, -1.96553, 0.11195], [-2.60387, 0.55517, -0.32602]], "nbo_charge": [0.375, -0.248, 0.039, -0.223, -0.328, 0.222, 0.164], "homo_energy_ha": -0.4090, "multiplicity": 1, "homo_lumo_gap_ev": 8.8, "e_above_lowest_kj_mol": 202.94, "lumo_energy_ev": -2.36}

***

# 4
{"formula": "C5H9NO2", "method": "wB97M-V/def2-TZVPD", "elements": ["C", "C", "C", "C", "C", "N", "O", "O", "H", "H", "H", "H", "H", "H", "H", "H", "H"], "coordinates": [[-1.28100, -1.13304, 0.23589], [-1.01842, 1.23955, -0.33889], [0.80222, -0.30556, -1.01734], [0.39200, 0.06565, 1.50718], [-0.24584, -0.04022, 0.07909], [-1.42171, 1.03388, -1.59634], [-1.17440, -2.25822, -0.17266], [-1.13992, 2.25777, 0.29134], [-2.29894, -0.83185, 0.64179], [0.28821, -0.57826, -1.88266], [1.50619, -0.96640, -0.77097], [1.27257, 0.64067, -1.14607], [1.27000, 0.64589, 1.37346], [0.50598, -0.87915, 1.93973], [-0.34500, 0.84777, 2.10063], [-1.39423, 0.05562, -1.99706], [-2.04141, 1.80168, -1.97289]], "nbo_charge": [0.443, 0.684, -0.569, -0.598, -0.259, -0.836, -0.526, -0.595, 0.120, 0.196, 0.216, 0.215, 0.222, 0.218, 0.240, 0.412, 0.416], "homo_energy_ha": -0.3630, "multiplicity": 1, "homo_lumo_gap_ev": 10.6, "e_above_lowest_kj_mol": 132.35, "lumo_energy_ev": 0.72}